A structure of composition C6H12F3N3Pt, computed with ωB97M-V/def2-TZVPD.

Atoms and positions in Å:
Pt 1.221 0.554 0.360
N -0.147 2.100 0.194
C -1.398 1.286 0.140
C -1.459 0.206 -0.965
C -1.014 -1.250 -0.669
C 0.414 -1.738 -0.996
N 1.421 -1.507 0.072
H -0.216 2.841 0.884
H 0.024 2.532 -0.710
H -2.244 1.967 0.008
H -1.511 0.818 1.112
H -0.998 0.549 -1.896
H -2.529 0.138 -1.178
H -1.638 -1.871 -1.317
H -1.306 -1.520 0.353
H 0.762 -1.225 -1.888
H 0.380 -2.807 -1.220
H 2.307 -1.953 -0.140
H 1.094 -1.895 0.953
F -0.187 0.845 2.939
C 0.913 0.232 2.379
F 0.751 -1.095 2.744
F 1.950 0.664 3.140
N 1.765 1.163 -2.716
C 1.646 0.967 -1.582

Forces on atoms 1 to 3 (eV/Å):
Pt 0.081 -0.201 0.229
N 0.168 0.024 -0.045
C -0.276 0.027 -0.132

Properties
- Highest occupied orbital energy: -9.492 eV
- Frontier orbital gap: 9.9 eV